(1)
116
Properties=species:S:1:pos:R:3:forces:R:3 method="wB97M-V/def2-TZVPD" total_charge=+1 lumo_energy_ha=-0.1743 spin_multiplicity=1
C -3.131 -3.264 2.036 -0.341 -0.582 -0.348
C -3.529 -2.031 1.849 -0.706 0.592 -0.380
C -2.683 -0.961 1.236 -0.152 -1.100 0.664
C -1.230 -1.356 1.380 0.172 1.210 0.828
C -0.570 -1.596 2.760 0.069 -1.639 -1.355
C 0.417 -2.769 2.521 0.508 1.020 1.482
C 1.745 -2.219 2.024 -0.359 -0.128 -0.796
C 1.690 -1.873 0.544 0.773 -0.302 0.435
C 1.216 -2.984 -0.356 0.149 0.984 0.062
C 1.520 -2.563 -1.773 0.884 -1.316 0.479
C 3.000 -2.685 -2.155 -0.036 0.977 -0.279
C 3.794 -1.368 -2.262 -0.459 -0.145 -0.748
C 3.215 -0.271 -3.196 -0.570 0.414 1.467
C 2.868 1.035 -2.383 0.374 -1.405 -1.184
O -2.847 -0.752 -0.180 0.383 0.367 1.355
C -3.854 -1.466 -0.822 0.755 1.529 -3.456
C -4.110 -0.810 -2.174 0.224 0.008 1.586
F -4.748 0.394 -1.880 -0.222 1.077 -0.332
C -2.862 -0.592 -2.994 -0.041 0.269 -0.716
C -2.206 0.769 -2.943 0.058 -0.761 -0.262
S -3.287 -3.264 -1.273 -1.501 -1.318 3.026
O -1.808 -3.470 -1.006 2.473 1.286 -1.568
O -3.484 -3.504 -2.740 0.232 0.842 -1.786
F -4.493 -4.553 -0.404 -2.527 -2.565 1.578
C -2.973 0.434 1.940 -0.762 -0.116 -2.618
Cl -4.610 0.941 1.301 0.012 -0.055 0.388
Br -3.358 0.291 3.952 0.406 -0.600 0.253
N -2.052 1.394 1.591 0.262 0.271 1.219
C -2.188 2.035 0.294 -0.502 1.081 0.137
C -0.794 1.566 2.300 0.068 0.790 -0.212
C -0.309 3.020 2.155 0.392 -0.611 -0.504
N 0.742 2.877 1.127 -0.177 1.209 0.936
C 2.064 2.721 1.733 0.857 -0.582 -1.385
C 2.947 1.882 0.817 -0.266 0.493 -0.152
C 0.717 3.829 0.038 0.229 -0.758 0.551
C 0.758 3.057 -1.245 -0.083 0.484 -0.085
O 0.649 5.019 0.175 -0.104 -0.173 -0.193
H -3.613 -3.920 2.733 0.421 -0.657 -0.435
H -2.319 -3.710 1.506 0.763 -0.154 0.238
H -4.550 -1.769 2.092 -0.214 0.459 0.498
H -1.065 -2.238 0.798 -0.420 -0.248 -0.433
H -0.725 -0.554 0.864 0.408 0.242 -0.279
H -1.239 -1.927 3.535 -0.588 0.188 0.206
H 0.039 -0.784 3.094 0.012 0.710 0.358
H 0.575 -3.250 3.474 0.111 -0.315 0.307
H -0.010 -3.508 1.866 -0.055 -0.341 -0.250
H 2.574 -2.890 2.187 0.173 -0.535 0.007
H 2.031 -1.310 2.532 -0.062 0.317 0.589
H 2.701 -1.631 0.246 0.415 0.257 -0.128
H 1.108 -0.971 0.385 -0.302 0.407 -0.117
H 0.152 -3.123 -0.306 -0.291 -0.409 0.330
H 1.757 -3.869 -0.069 0.026 -0.669 -0.141
H 1.207 -1.532 -1.806 0.443 -1.004 0.288
H 0.910 -3.176 -2.417 -0.157 0.258 -0.722
H 3.063 -3.177 -3.112 0.082 -0.254 -0.386
H 3.505 -3.307 -1.432 0.111 -0.336 0.235
H 3.987 -0.929 -1.296 0.036 0.036 0.445
H 4.749 -1.627 -2.684 0.550 -0.184 0.054
H 3.958 0.011 -3.917 0.078 0.122 -0.554
H 2.348 -0.648 -3.783 0.402 0.087 -0.122
H 2.745 1.880 -3.034 -0.251 0.302 -0.361
H 3.649 1.270 -1.685 0.242 -0.171 0.362
H 1.942 0.903 -1.818 1.752 0.949 1.000
H -4.823 -1.437 -0.355 -0.119 -0.774 0.840
H -4.837 -1.373 -2.728 -0.194 -0.535 -0.197
H -2.104 -1.341 -2.752 -0.117 -0.212 0.075
H -3.125 -0.766 -4.027 0.040 -0.187 -0.389
H -1.525 0.790 -2.093 -0.288 0.575 0.739
H -2.887 1.595 -2.869 -0.315 0.357 0.288
H -1.589 0.961 -3.813 -0.810 -0.479 -0.072
H -2.843 2.892 0.370 -0.275 0.340 -0.026
H -2.587 1.416 -0.475 -0.265 -0.641 -0.128
H -1.255 2.423 -0.054 0.570 -0.134 0.084
H 0.004 1.021 1.819 0.188 -0.597 -0.012
H -0.783 1.244 3.329 -0.730 -0.202 0.344
H -1.109 3.656 1.810 -0.121 0.317 -0.068
H 0.075 3.424 3.082 0.145 0.168 0.287
H 2.570 3.675 1.852 -0.111 0.358 0.599
H 2.008 2.166 2.653 -0.399 0.154 0.633
H 3.124 2.408 -0.107 0.232 0.355 -0.242
H 2.420 0.983 0.538 -0.027 -0.606 0.150
H 3.907 1.666 1.257 0.275 -0.192 0.210
H -0.063 3.316 -1.888 -0.005 0.521 -0.492
H 1.717 3.154 -1.726 0.092 0.623 -0.479
H 0.646 2.012 -1.010 -0.190 -0.377 0.463
O 1.885 1.706 -5.095 -0.392 -0.101 0.511
Cl 0.451 1.848 -5.053 0.695 0.523 -3.691
O -0.168 0.703 -5.679 0.120 0.161 0.911
O 0.044 3.057 -5.683 -0.029 -0.319 0.701
O 0.016 1.866 -3.648 1.079 0.467 1.056
Ca 0.475 0.011 -2.481 -2.596 0.291 -2.373
O -3.529 -7.460 5.950 0.020 -0.191 0.069
C -2.924 -6.352 5.601 -0.312 -0.403 -0.175
C -3.958 -5.220 5.206 0.622 0.180 0.755
O -3.355 -4.037 4.797 -2.391 0.955 -1.022
H -2.239 -6.404 4.709 -0.139 0.039 -0.143
H -2.291 -5.852 6.377 -0.161 0.150 0.124
H -4.653 -5.140 6.078 0.148 0.216 0.015
H -4.616 -5.712 4.422 0.128 -0.417 -0.440
C 3.971 5.646 -1.658 -0.424 0.088 -0.133
O 2.761 5.251 -2.298 0.006 -0.344 0.081
H 4.805 5.238 -2.223 -0.002 -0.065 0.033
H 4.049 6.731 -1.634 0.116 -0.128 -0.055
H 4.003 5.249 -0.632 0.113 -0.043 -0.125
H 2.033 5.619 -1.787 -0.058 0.126 -0.098
Ca -5.372 -3.780 3.813 1.563 -0.482 0.971
O -0.334 -2.686 -4.869 -0.599 -0.968 1.909
H -0.990 -3.310 -5.214 0.324 0.787 -1.715
Li -3.189 2.255 5.162 -0.009 0.302 0.099
C 5.541 6.336 1.311 4.682 -1.469 4.551
O 6.323 5.687 0.646 -0.707 -0.114 -0.811
H 4.955 5.770 2.090 -1.252 -0.012 -1.073
H 5.861 7.291 1.754 -0.160 0.232 -0.529
H 4.481 6.841 0.591 -0.416 4.646 -3.332
Ca -1.422 -3.990 -3.343 0.236 0.194 0.655
F 4.745 7.831 0.040 -1.940 -2.944 1.591

***

(2)
135
Properties=species:S:1:pos:R:3:forces:R:3 method="wB97M-V/def2-TZVPD" lumo_energy_ha=-0.0032 de_lowest_ev=8.263 smiles="O=C1OC[C@@H](F)O1.O=C1OC[C@@H](F)O1.O=C1OC[C@@H](F)O1.O=C1OC[C@@H](F)O1.O=C1OC[C@@H](F)O1.COP(=O)(OC)OC.COP(=O)(OC)OC.COP(=O)(OC)OC.COP(=O)(OC)OC.COP(=O)(OC)OC" spin_multiplicity=1
C 5.889 -22.644 -28.325 0.555 1.317 -0.055
C 5.014 -23.364 -27.298 -0.576 1.458 -3.119
O 5.907 -23.805 -26.382 0.881 0.157 1.134
C 6.935 -22.840 -26.342 1.728 0.245 3.364
O 7.570 -22.640 -25.292 -2.105 -0.630 -4.564
O 7.029 -22.216 -27.553 -0.144 -0.695 1.802
F 4.340 -24.289 -28.036 0.005 -1.275 0.620
H 5.422 -21.733 -28.698 -0.059 -0.163 -0.117
H 6.270 -23.236 -29.157 -0.396 -0.356 0.195
H 4.228 -22.702 -26.934 0.111 -0.057 0.746
C 7.713 -27.270 -9.758 -0.218 -1.460 0.461
C 9.221 -27.062 -9.684 -1.607 -0.817 -2.030
O 9.638 -28.074 -8.830 2.154 1.661 -0.700
C 8.639 -28.483 -8.060 0.240 -0.881 2.179
O 8.860 -29.120 -7.060 -1.211 0.567 -1.296
O 7.501 -28.054 -8.589 -1.154 -0.422 1.901
F 9.268 -25.765 -9.270 1.691 0.207 0.876
H 7.308 -27.987 -10.474 0.181 1.017 -1.033
H 7.225 -26.307 -9.608 -0.286 -0.344 -0.546
H 9.751 -27.207 -10.626 0.205 0.477 0.179
C 4.159 -23.784 -18.450 0.387 -0.554 -2.071
C 4.078 -25.277 -18.287 -1.604 1.090 -0.352
O 3.816 -25.362 -16.933 -1.305 -6.800 -2.310
C 3.950 -24.305 -16.331 -0.436 4.931 7.252
O 3.738 -24.194 -15.117 0.842 0.265 -2.867
O 4.298 -23.311 -17.147 0.223 1.610 -0.306
F 5.177 -25.946 -18.535 1.543 -1.007 -0.652
H 3.244 -23.549 -18.993 -0.321 0.931 0.676
H 4.956 -23.547 -19.154 0.387 0.402 0.552
H 3.218 -25.616 -18.864 0.286 -0.873 0.077
C -4.930 -24.162 -18.595 0.122 0.721 0.281
C -3.986 -24.674 -17.584 2.037 4.780 1.578
O -3.011 -25.401 -18.244 -0.708 -0.993 -0.043
C -3.668 -25.897 -19.316 1.184 -0.696 -3.455
O -3.175 -26.585 -20.198 -1.483 1.301 2.642
O -4.903 -25.316 -19.378 -0.612 -1.240 -2.256
F -4.678 -25.310 -16.688 -1.320 -2.877 2.102
H -4.617 -23.240 -19.085 0.513 -0.295 -0.555
H -5.892 -23.886 -18.165 -0.159 -0.837 -0.053
H -3.486 -23.886 -17.021 0.448 0.151 -0.242
C 1.280 -33.178 -24.238 -0.127 1.573 -0.632
C 1.472 -31.702 -24.742 0.896 -2.309 -0.328
O 2.337 -31.992 -25.918 -1.321 1.741 1.396
C 3.040 -33.098 -25.657 3.299 -2.499 -4.160
O 3.942 -33.547 -26.434 -3.717 2.154 3.782
O 2.545 -33.748 -24.609 -0.389 -0.540 1.043
F 2.197 -31.002 -23.829 -0.006 0.086 -0.229
H 0.467 -33.673 -24.768 0.140 -0.005 -0.347
H 1.002 -33.221 -23.185 0.876 -0.112 0.096
H 0.559 -31.145 -24.954 0.347 -0.083 -0.618
C 5.106 -13.967 -25.696 -0.876 -0.650 -0.859
O 5.115 -14.438 -24.324 0.853 0.146 -1.467
P 5.960 -13.572 -23.324 1.697 2.083 0.478
O 7.158 -12.805 -23.857 -2.549 -1.650 0.720
O 6.320 -14.619 -22.159 -2.487 1.863 -0.618
C 7.350 -15.505 -22.300 2.900 -1.783 0.946
O 4.795 -12.645 -22.697 0.831 -2.159 -0.317
C 4.318 -11.438 -23.326 1.132 0.716 2.727
H 4.071 -14.124 -25.999 0.149 -0.081 -0.295
H 5.782 -14.540 -26.331 -0.074 -0.388 0.312
H 5.356 -12.936 -25.949 0.094 0.256 1.075
H 7.899 -15.553 -21.359 0.369 0.890 0.179
H 8.076 -15.282 -23.083 -0.241 0.243 -0.117
H 7.157 -16.577 -22.303 -1.363 -0.001 -0.945
H 5.111 -11.026 -23.951 -0.575 0.012 -0.460
H 4.335 -10.910 -22.373 -0.168 1.395 -0.516
H 3.262 -11.383 -23.591 0.305 -0.892 -0.842
C 14.719 -21.413 -10.362 0.037 0.005 0.398
O 14.387 -22.070 -11.589 -0.656 -0.179 -0.516
P 14.226 -21.237 -12.957 0.350 -0.758 -0.624
O 13.550 -19.925 -12.868 0.669 -1.356 -0.146
O 15.789 -21.171 -13.388 -0.921 -0.402 -0.041
C 16.567 -22.381 -13.416 -0.095 -1.217 -1.126
O 13.589 -22.349 -14.031 0.595 1.548 1.388
C 12.175 -22.606 -14.070 -0.625 -0.404 0.375
H 13.913 -21.586 -9.649 -0.265 0.508 -0.235
H 14.958 -20.363 -10.532 -0.348 0.025 0.171
H 15.575 -21.869 -9.866 0.284 -0.266 -0.578
H 16.011 -23.310 -13.541 -0.924 0.255 0.393
H 17.217 -22.599 -12.568 -0.015 0.926 0.141
H 17.104 -22.429 -14.363 0.514 0.737 0.219
H 11.620 -22.227 -14.929 0.743 0.668 -0.242
H 11.651 -22.240 -13.187 0.206 0.040 0.108
H 12.000 -23.679 -14.146 0.449 -0.129 0.315
C 9.605 -28.287 -23.797 0.778 0.542 0.221
O 10.570 -27.218 -23.567 1.261 -0.212 0.125
P 12.185 -27.515 -23.368 -1.284 -0.849 -0.490
O 12.476 -28.206 -22.076 -0.025 0.895 -2.242
O 12.642 -28.361 -24.780 -0.992 2.042 3.208
C 12.694 -27.578 -25.972 0.427 -0.862 -0.988
O 12.752 -25.997 -23.570 -1.010 -2.474 0.484
C 12.606 -25.113 -22.461 1.966 1.907 0.501
H 8.676 -28.113 -23.253 0.223 0.470 0.133
H 10.021 -29.214 -23.402 -0.096 -0.219 -0.571
H 9.390 -28.226 -24.864 0.023 -0.717 0.066
H 12.517 -28.283 -26.785 -0.061 -0.098 -0.019
H 13.725 -27.249 -26.099 -0.227 0.592 0.016
H 11.934 -26.805 -26.088 0.201 0.190 0.514
H 11.977 -24.257 -22.706 -0.254 -0.402 -0.118
H 13.620 -24.734 -22.327 0.153 0.584 -0.402
H 12.495 -25.399 -21.415 -1.088 -1.386 -0.436
C 1.157 -17.179 -19.099 0.574 -0.574 0.792
O 1.045 -17.824 -20.350 -2.446 -1.170 -2.382
P -0.452 -18.369 -20.795 1.139 1.471 0.979
O -1.097 -19.212 -19.748 0.370 0.722 -1.779
O -1.188 -16.901 -21.058 2.233 -2.617 1.056
C -2.490 -16.961 -21.506 -1.924 1.544 -0.542
O -0.210 -18.956 -22.281 0.842 0.157 0.822
C -1.162 -19.763 -22.998 -0.874 0.136 0.830
H 0.232 -16.718 -18.752 0.131 0.232 -0.201
H 2.001 -16.496 -19.195 -0.350 0.261 0.104
H 1.443 -17.960 -18.394 -0.069 0.175 0.340
H -2.920 -16.019 -21.163 -0.252 0.144 -0.299
H -3.181 -17.701 -21.102 0.587 -0.605 0.164
H -2.510 -16.959 -22.595 -0.148 -0.185 -0.091
H -0.815 -20.615 -23.582 1.151 0.275 0.318
H -1.669 -19.111 -23.709 -0.327 -0.040 0.297
H -1.790 -20.194 -22.218 -0.646 0.055 -0.414
C 4.276 -32.108 -15.809 0.458 1.950 1.458
O 4.907 -33.355 -16.010 0.741 -0.646 -0.093
P 6.261 -33.794 -15.285 0.579 0.105 1.745
O 6.987 -34.960 -15.854 -1.093 1.644 0.736
O 7.102 -32.388 -15.208 -0.504 -0.812 -0.007
C 8.529 -32.313 -15.126 0.533 -0.608 0.075
O 5.719 -33.956 -13.704 1.250 0.069 -1.841
C 6.575 -34.205 -12.565 -0.795 0.556 0.987
H 3.503 -32.112 -15.040 -0.386 -0.753 -0.357
H 3.947 -31.557 -16.690 -0.134 -1.008 -0.452
H 4.969 -31.394 -15.362 0.437 -0.079 -0.057
H 8.967 -33.244 -14.765 -0.141 -0.278 -0.361
H 8.887 -31.587 -14.395 -0.704 0.400 -0.026
H 8.955 -32.061 -16.097 -0.139 -0.098 0.006
H 6.072 -34.956 -11.956 0.362 -0.564 -0.453
H 6.548 -33.366 -11.870 -0.250 0.660 -0.398
H 7.648 -34.373 -12.659 -0.212 -0.536 -0.961